Here is a structure of composition C26H22N4O4RuS3Si from the Open Molecules 2025 dataset. Energies are from the ωB97M-V functional and the def2-TZVPD basis.

Structure (XYZ):
```
61
Properties=species:S:1:pos:R:3:lowdin_charge:R:1
Ru 0.88791 -0.11560 0.84743 0.8929
S 1.09538 -0.28620 3.17856 0.6764
C 2.80700 -0.07059 3.37032 -0.7121
C 3.29154 0.22399 4.67765 -0.2868
N 3.66090 0.46407 5.74135 0.1462
C 3.67044 -0.28366 2.33617 -0.7316
S 3.12726 -0.75768 0.75863 0.6452
C 5.08153 -0.20488 2.52640 -0.2942
N 6.22387 -0.16128 2.66466 0.1455
C 2.81147 0.12011 -3.39206 -0.1691
Si 1.57710 0.95367 -2.23707 0.3857
C 0.26897 1.86729 -3.24899 -0.1603
C 2.52554 2.24457 -1.27700 -0.1836
N 0.81740 -0.20871 -1.17854 -0.2187
C 0.14302 -1.32055 -1.64286 -0.2922
C -0.17052 -1.58199 -2.98491 -0.0445
C -0.82254 -2.74300 -3.37081 -0.1025
C -1.18446 -3.69990 -2.43852 -0.1053
C -0.89513 -3.48068 -1.09556 -0.0175
C -0.26312 -2.31706 -0.72730 -0.1831
O 0.06653 -2.05136 0.61802 -0.1776
C -0.66838 -2.67910 1.62743 -0.3093
C -2.02633 -2.44559 1.74207 0.0002
C -2.71081 -3.06714 2.77554 -0.0675
C -2.03946 -3.89308 3.66841 -0.0937
C -0.67503 -4.10237 3.53292 -0.0756
C 0.02395 -3.49290 2.50132 -0.0236
H 3.38792 0.87408 -3.93441 0.0260
H 2.35436 -0.54415 -4.12489 0.0154
H 3.51319 -0.46963 -2.79746 0.0284
H 0.72497 2.70346 -3.78624 0.0256
H -0.49642 2.27731 -2.58392 0.0165
H -0.23784 1.23551 -3.98003 0.0158
H 2.78276 3.05472 -1.96673 0.0307
H 3.44999 1.83346 -0.87281 0.0161
H 1.96138 2.67450 -0.45097 -0.0022
H 0.09327 -0.85226 -3.73621 0.0720
H -1.05081 -2.89619 -4.41863 0.0961
H -1.69257 -4.60598 -2.73973 0.0919
H -1.17189 -4.20782 -0.34401 0.1192
H -2.51793 -1.79794 1.02762 0.1100
H -3.77351 -2.89595 2.88801 0.1027
H -2.58007 -4.36555 4.47841 0.0966
H -0.14693 -4.73184 4.23703 0.1031
H 1.09238 -3.61218 2.38016 0.1259
O -2.60986 0.02144 -0.52096 0.0788
C -2.05079 0.91834 0.07600 -0.5001
N -1.09777 0.75486 1.04893 -0.1723
S -0.59755 2.17337 1.66734 0.6097
O -0.98679 2.45515 3.01399 -0.2763
O 0.83570 2.22605 1.36152 -0.3994
C -1.53607 3.20747 0.58354 -0.2106
C -1.60554 4.58357 0.50038 -0.0296
C -2.49336 5.11636 -0.42489 -0.0712
C -3.28763 4.28844 -1.21643 -0.0676
C -3.21491 2.90748 -1.10286 -0.0044
C -2.32218 2.37639 -0.18789 -0.1394
H -0.99008 5.21630 1.12517 0.1218
H -2.57050 6.19041 -0.53337 0.1027
H -3.96936 4.73379 -1.92956 0.1021
H -3.81958 2.24659 -1.70939 0.1225
```

Calculated values
Total energy, Ha: -3103.06912
Net charge: -1
Kohn-Sham gap (alpha / beta), eV: 6.9286 / 5.9515
2S+1: 2
Relative energy (zero: lowest compared OMol25 entry of this formula, charge and spin), eV: 0.359
Max |F|, eV/A: 0.986